Entry 1:
# C4H33NO15

13 unconnected molecules or ions with the total composition C4H33NO15 in a non-equilibrium geometry (ωB97M-V/def2-TZVPD, the Open Molecules 2025 dataset).

Calculated values
E_HOMO, eV: -9.4
LUMO, eV: -0.3
Total energy, hartree: -1355.54106
Molecular weight, g/mol: 335.3
Energy relative to the best compared isomer or geometry (same formula, charge and spin), kcal/mol: 51.2
Max |F|, hartree/bohr: 0.0540

Geometry (Å):
C: -1.763 0.288 -0.413
C: -2.812 0.065 -1.542
C: -4.065 -0.426 -0.856
O: -3.111 1.354 -2.167
N: -0.401 0.251 -0.924
C: 0.571 0.394 -0.081
O: 1.818 0.189 -0.436
O: 0.461 0.879 1.146
H: -1.941 1.292 -0.010
H: -1.881 -0.352 0.436
H: -2.431 -0.651 -2.319
H: -4.592 0.433 -0.532
H: -3.800 -0.996 0.016
H: -4.604 -1.096 -1.558
H: -2.346 1.934 -2.186
H: 0.995 0.960 -4.547
H: 2.018 0.058 -1.412
H: -1.288 -1.709 0.084
H: -1.658 -3.141 -0.280
O: -1.038 -2.630 0.240
H: 1.190 2.646 -3.719
H: -0.283 2.936 -3.264
O: 0.266 2.525 -3.942
H: 2.337 -0.236 2.942
H: 1.314 1.013 1.626
O: 2.812 0.175 2.211
H: -1.529 0.941 4.313
H: -2.917 0.377 3.752
O: -1.987 0.527 3.586
H: 4.101 -2.687 1.469
H: 3.916 -1.168 1.495
O: 3.958 -1.917 0.888
H: 2.076 -0.088 -3.333
H: -0.003 0.254 -3.705
O: 0.801 0.061 -4.225
H: 1.893 -3.049 2.559
H: 1.022 -2.271 3.619
O: 1.866 -2.725 3.531
H: 0.709 3.565 1.449
H: -0.606 2.786 1.442
O: -0.215 3.632 1.213
H: -0.588 -2.190 1.991
H: -0.711 -0.774 2.160
O: -0.837 -1.568 2.713
H: 0.059 2.961 -1.233
H: -1.082 3.847 -0.667
O: -0.864 3.226 -1.369
H: 3.325 -0.780 -2.568
H: 3.498 0.719 2.609
O: 2.864 0.043 -2.738
H: 2.473 -2.814 0.975
H: 1.132 -3.467 0.484
O: 1.878 -3.597 1.078

Atoms 1-6, force components in eV/Å:
C 0.6179 1.7956 -1.3489
C 1.0776 1.0181 0.4685
C 0.2208 -1.2121 -1.4973
O -0.3949 -1.3296 0.1183
N 0.9060 -0.6795 1.0955
C -0.3100 0.1852 -2.7534

Just the Löwdin charges please, in e? Sure, here they are: C -0.213; C -0.375; C -0.042; O -0.053; N 0.107; C -0.562; O 0.094; O 0.076; H 0.123; H 0.071; H 0.147; H 0.076; H 0.065; H 0.095; H 0.036; H 0.039; H 0.058; H -0.002; H 0.070; O -0.036; H 0.057; H 0.022; O -0.042; H 0.070; H 0.101; O -0.027; H 0.039; H 0.046; O -0.041; H 0.068; H 0.014; O -0.051; H -0.001; H 0.059; O -0.056; H -0.007; H -0.012; O -0.116; H 0.045; H 0.027; O -0.039; H 0.019; H -0.002; O -0.088; H 0.052; H 0.047; O -0.057; H 0.068; H 0.087; O -0.052; H 0.011; H 0.042; O -0.056

Entry 2:
# C26H25AsClN2O11S2Tl

A molecular structure, C26H25AsClN2O11S2Tl (ωB97M-V/def2-TZVPD, the Open Molecules 2025 dataset).

Calculated values
E_HOMO, eV: -3.4
Charge: -2
LUMO, eV: 4.0
Total energy, hartree: -5607.94562
Molecular weight, g/mol: 920.4
Energy relative to the best compared isomer or geometry (same formula, charge and spin), kcal/mol: 0.0
Max |F|, hartree/bohr: 0.0186

Geometry (Å):
Tl: -0.034 -0.590 0.148
O: 3.133 0.867 5.555
C: 2.500 0.690 4.358
C: 3.184 0.266 3.228
C: 2.468 0.102 2.059
N: 1.171 0.345 2.005
C: 0.505 0.736 3.083
C: 1.135 0.933 4.294
C: -1.012 0.848 2.932
O: -1.644 1.256 3.920
O: -1.482 0.469 1.813
C: 3.120 -0.413 0.775
O: 4.357 -0.410 0.748
O: 2.309 -0.790 -0.132
H: 4.057 0.643 5.432
H: 4.250 0.060 3.224
H: 0.563 1.244 5.159
C: -0.983 1.477 -7.870
C: -0.917 0.700 -6.576
C: -1.443 -0.586 -6.491
C: -1.353 -1.314 -5.308
C: -0.731 -0.749 -4.206
C: -0.218 0.545 -4.260
C: -0.312 1.254 -5.447
S: -0.669 -1.639 -2.659
O: 0.713 -1.731 -2.244
O: -1.388 -2.871 -2.897
N: -1.390 -0.629 -1.643
C: -2.848 -0.794 -1.549
C: -3.359 -1.674 -0.404
O: -4.583 -1.866 -0.315
O: -2.442 -2.115 0.369
H: -1.862 1.202 -8.458
H: -0.098 1.280 -8.484
H: -1.017 2.552 -7.680
H: -1.937 -1.021 -7.356
H: -1.768 -2.312 -5.220
H: 0.232 1.008 -3.383
H: 0.082 2.268 -5.485
H: -3.238 -1.256 -2.456
H: -3.314 0.186 -1.441
C: -2.719 -4.433 2.306
As: -1.997 -2.700 2.782
C: -1.513 -3.022 4.663
C: -3.573 -1.657 3.172
S: 0.020 -2.567 2.008
H: -3.419 -4.758 3.074
H: -1.899 -5.140 2.214
H: -3.226 -4.322 1.351
H: -2.295 -3.579 5.182
H: -1.387 -2.046 5.137
H: -0.569 -3.559 4.703
H: -4.097 -2.256 3.919
H: -4.173 -1.549 2.276
H: -3.281 -0.695 3.584
Cl: 5.368 4.414 2.759
C: 4.159 3.812 1.634
C: 4.564 3.323 0.402
C: 3.599 2.851 -0.477
C: 2.255 2.840 -0.122
C: 1.879 3.331 1.121
C: 2.826 3.833 2.003
C: 1.222 2.281 -1.083
O: 1.374 2.542 -2.283
O: 0.281 1.607 -0.537
H: 5.614 3.294 0.146
H: 3.877 2.464 -1.451
H: 0.832 3.310 1.400
H: 2.541 4.209 2.979

Atoms 1-6, force components in eV/Å:
Tl -0.2940 0.3776 0.2260
O -0.1659 0.0220 0.0808
C -0.0118 0.0339 -0.0892
C 0.1574 0.0768 0.0446
C -0.0750 0.0309 -0.0618
N -0.0579 -0.2230 0.0401

Just the Löwdin charges please, in e? Sure, here they are: Tl 0.923; O 0.053; C -0.285; C 0.064; C -0.183; N 0.066; C -0.189; C 0.069; C -0.624; O -0.014; O -0.097; C -0.598; O 0.010; O -0.082; H 0.096; H 0.127; H 0.126; C -0.070; C -0.289; C -0.062; C -0.061; C -0.255; C -0.022; C -0.032; S 0.563; O -0.327; O -0.311; N -0.244; C -0.173; C -0.658; O -0.033; O -0.234; H 0.066; H 0.074; H 0.069; H 0.100; H 0.104; H 0.094; H 0.114; H 0.111; H 0.121; C -0.248; As 0.810; C -0.294; C -0.196; S 0.305; H 0.026; H 0.027; H 0.031; H 0.019; H 0.028; H 0.005; H 0.035; H 0.031; H 0.025; Cl 0.588; C -0.670; C -0.106; C -0.012; C -0.129; C -0.023; C -0.114; C -0.599; O 0.011; O -0.101; H 0.098; H 0.125; H 0.124; H 0.100

> Which of these has the highest molecular weight?

C26H25AsClN2O11S2Tl